This record from OMol25 describes a 3-piece molecular cluster, C3H11NO2 overall in a non-equilibrium geometry. The level of theory is ωB97M-V with the def2-TZVPD basis set.

```
17
Properties=species:S:1:pos:R:3:forces:R:3
O 0.29620 -0.80147 3.92940 -1.4 0.8 0.8
O -1.88265 -1.70322 -1.83083 -1.3 -3.5 -1.2
N -1.33976 0.60773 -0.12673 -0.1 0.5 -1.8
C 2.32343 1.05476 -1.21180 -0.3 1.7 0.4
C 1.09488 0.51819 -0.52679 -1.4 1.0 1.9
C -0.17015 0.81904 -0.92860 2.1 0.4 0.4
H -0.35120 -1.48407 3.69648 -0.3 -0.1 -0.1
H -1.14662 0.81149 0.80670 1.1 -0.7 2.3
H -2.20571 -2.53274 -1.36439 0.7 1.6 -0.8
H 2.64197 1.89312 -0.49759 0.2 -1.1 -0.9
H 1.23374 0.33789 0.60803 -0.2 -0.5 -2.0
H -0.19128 1.37314 -1.88624 -0.9 -0.7 0.4
H 2.07872 1.62210 -2.16126 0.3 -1.0 0.7
H 3.14173 0.32914 -1.33265 -0.3 0.3 -0.1
H -2.01272 1.35314 -0.22556 -0.5 0.1 -1.2
H 1.09895 -1.15906 3.60094 1.6 -0.6 -0.7
H -1.70662 -1.11260 -1.14275 0.5 1.8 2.1
```
Positions in Å, forces in eV/Å.

Values from the calculation:
Orbital gap (alpha / beta) = 0.0981 / 0.3298 hartree
Energy relative to the best compared isomer or geometry (same formula, charge and spin) = 36.9 kcal per mole
E_LUMO (alpha / beta) = 3.78 / 3.69 eV
Charge = -1
2S+1 = 2

***

This record from OMol25 describes C16H16Cl2FNO4RuTe as an isolated structure in a non-equilibrium geometry. The level of theory is ωB97M-V with the def2-TZVPD basis set.

```
42
Properties=species:S:1:pos:R:3:forces:R:3
Te 0.33617 0.88248 -3.25103 0.1 0.0 -0.6
Ru -0.61518 -0.13699 -0.52888 0.5 0.2 -0.6
Cl -1.95246 -1.98798 1.00255 -0.4 -0.1 0.2
Cl -0.99798 2.13366 -1.03276 -0.3 0.7 0.5
F -2.35688 5.33746 3.30519 0.3 -0.3 -0.1
O 1.78893 -3.44243 -2.34086 0.1 -0.3 -0.5
O 0.26093 -1.84505 -2.07044 -0.6 -0.2 -0.1
O 0.83497 0.03657 3.67950 0.1 0.0 -0.1
O 0.22840 0.81417 1.64542 -0.3 0.5 -0.1
N 1.13973 -1.33252 0.43381 -0.4 0.5 -0.2
C -2.20165 2.99759 3.33657 0.0 -0.3 -0.1
C 1.16574 -0.40392 -4.77798 0.0 0.2 0.4
C -2.65586 -0.75398 -0.10412 0.4 -0.3 -0.2
C -1.63962 0.20203 -3.67158 0.0 0.0 0.0
C 2.30255 -2.06667 2.37002 -0.1 0.7 0.5
C 2.88640 -3.08138 1.65544 0.3 -0.2 -0.1
C 0.13016 3.18947 1.82117 0.3 0.4 -0.1
C 2.56903 -3.22491 0.31489 0.2 -0.5 0.1
C -1.69093 4.22101 2.94570 -0.4 0.1 0.4
C -0.53067 4.33591 2.21807 0.2 0.6 -0.3
C -0.40103 1.98950 2.18695 0.3 -1.1 -0.2
C -1.54014 1.83863 2.93069 -0.5 0.5 0.4
C 1.68042 -2.33769 -0.23604 -0.1 -0.6 -1.2
C 0.80515 -0.05584 2.49263 0.2 -0.4 0.0
C 1.17345 -2.51992 -1.65482 0.3 0.5 1.5
C 1.44074 -1.19110 1.71176 0.1 0.0 0.7
H -3.24749 -1.25707 -0.86125 0.0 0.1 0.1
H 1.36801 -3.50777 -3.21589 0.1 -0.1 0.0
H -3.11090 2.96524 3.92214 0.1 -0.1 0.0
H 1.20309 0.16950 -5.69797 0.0 0.0 -0.1
H -2.31673 0.62955 -2.93701 0.0 0.0 0.0
H -1.63082 -0.88836 -3.63332 0.0 0.1 0.0
H 1.02258 3.22123 1.20926 -0.1 0.1 0.1
H 2.51027 -1.90183 3.42652 -0.1 -0.1 -0.3
H 0.52317 -1.27071 -4.88755 0.0 -0.1 -0.1
H -3.17713 0.01121 0.45439 -0.1 0.0 0.1
H -1.92889 0.54338 -4.65646 0.0 0.0 -0.2
H -0.18357 5.32235 1.93076 0.0 -0.1 0.1
H -1.89967 0.85935 3.20497 -0.1 -0.1 0.0
H 2.95154 -4.04707 -0.27432 0.1 0.1 0.0
H 3.57872 -3.75873 2.12955 0.0 -0.1 0.1
H 2.17746 -0.68836 -4.49568 0.0 -0.1 0.0
```
Positions in Å, forces in eV/Å.

Values from the calculation:
Orbital gap (alpha / beta) = 0.2474 / 0.2453 hartree
Energy relative to the best compared isomer or geometry (same formula, charge and spin) = 0.0 kcal per mole
E_LUMO (alpha / beta) = -3.94 / -5.00 eV
Charge = +1
2S+1 = 6

***

This record from OMol25 describes a 3-piece molecular cluster, C18H35N2O7PS overall in a non-equilibrium geometry. The level of theory is ωB97M-V with the def2-TZVPD basis set.

```
64
Properties=species:S:1:pos:R:3:forces:R:3
S 3.27675 -4.79320 -2.72613 0.2 0.0 0.1
P 9.60797 -4.27281 -1.68170 0.2 -1.8 1.6
O 7.43195 -6.39977 -0.33250 0.7 -1.1 1.1
O -4.16951 7.10257 2.30747 -0.1 -0.3 0.0
O -2.64092 -0.15740 0.05696 -0.2 -0.4 -0.3
O 1.02972 -2.51466 -1.16166 -0.2 0.0 0.4
O 4.90954 -2.52696 -1.02681 -1.0 0.9 0.4
O -3.41116 3.54266 -0.39713 0.3 0.1 -0.2
O 10.20747 -5.55920 -1.25002 0.0 0.2 -0.6
N -1.89890 -3.01096 -0.22516 0.1 0.0 0.2
N -2.06890 4.83683 1.91013 -0.1 -0.2 0.2
C -2.74550 3.54244 1.92488 0.1 0.3 -0.3
C -3.17018 -1.21487 0.85424 0.3 0.1 0.4
C -4.75786 6.53546 1.14843 0.1 0.3 0.0
C -0.75560 -3.91971 -0.18755 -0.1 0.1 -0.3
C 7.02833 -3.25289 -1.75376 -0.6 -0.6 -0.2
C -2.62585 2.85131 0.57854 -0.5 0.0 0.4
C 7.02377 -5.62162 -1.11709 -0.7 1.1 -1.8
C 0.63943 -1.15154 -1.10512 0.2 0.0 -0.4
C 4.90854 -4.73126 -1.98938 -0.3 1.0 0.5
C 7.76182 -4.33151 -1.52114 0.6 -0.1 -0.3
C 5.65695 -5.80385 -1.78496 0.4 -0.2 -0.1
C 0.63150 -3.29366 -0.04205 0.1 -0.3 0.0
C -3.31779 -0.00369 -1.18136 0.2 0.0 0.1
C -2.33165 5.65240 3.09442 0.1 0.1 -0.3
C -3.75807 6.16624 3.28956 0.2 0.2 0.3
C -2.12931 -2.30493 1.03159 0.0 0.1 -0.4
C 5.52107 -3.40163 -1.54519 0.8 -0.4 -0.9
C -2.63512 4.12029 -1.43119 -0.2 0.0 0.1
H -1.74380 -2.33051 -0.95869 0.0 0.0 0.0
H 0.74446 -2.72661 0.88808 -0.1 0.1 -0.1
H 10.06415 -3.27381 -0.77964 -0.4 0.5 -0.7
H -1.99074 4.91523 -1.04155 0.1 -0.1 -0.1
H -3.77866 6.70690 4.24035 0.0 0.0 0.0
H -4.09668 -1.61641 0.43512 0.1 0.0 -0.1
H -5.46798 7.25965 0.74742 0.0 0.0 0.1
H -2.47706 -3.01688 1.78546 0.0 0.0 0.0
H -0.32720 -1.00675 -1.59452 -0.1 0.1 0.2
H 1.35078 -4.11728 0.01942 0.0 0.0 0.0
H -4.00183 6.35672 0.37928 -0.1 -0.2 -0.1
H 9.95559 -3.89574 -3.00265 -0.4 0.4 0.2
H -4.48873 5.35523 3.38755 0.0 0.0 -0.2
H -5.29656 5.61076 1.37057 0.1 -0.1 0.0
H -3.03403 1.84794 0.66171 0.1 0.0 0.0
H -2.36916 5.35286 1.09252 0.0 0.0 0.0
H 7.48548 -2.31182 -2.07077 -0.5 0.0 0.3
H -3.16822 -0.87952 -1.82050 -0.1 0.0 0.0
H -2.29424 2.91037 2.69535 0.0 0.0 0.0
H -1.20951 -1.83226 1.39830 -0.1 0.1 0.2
H -2.02706 5.09327 3.98473 -0.1 -0.1 0.0
H -3.40454 -0.78996 1.83536 0.0 0.0 0.0
H -1.57976 2.76068 0.27165 0.0 0.1 0.0
H -2.89944 0.86738 -1.68483 0.0 0.0 0.1
H -1.67158 6.52167 3.02866 -0.1 0.0 0.1
H 2.47494 -4.31354 -1.73448 0.7 0.1 -0.2
H 5.27221 -6.79112 -2.05320 0.4 0.1 0.4
H -3.81398 3.65499 2.14852 -0.1 -0.2 0.0
H 0.60545 -0.77567 -0.07979 -0.1 -0.1 0.0
H -4.38684 0.16243 -1.02365 0.0 0.0 -0.1
H -2.02478 3.36217 -1.93184 0.1 0.1 0.0
H -0.77092 -4.48092 -1.12620 0.1 0.0 0.0
H -3.31896 4.55568 -2.15932 0.0 0.0 0.0
H 1.37721 -0.57184 -1.66046 0.0 -0.1 0.0
H -0.90652 -4.64741 0.61573 0.0 0.1 0.0
```
Positions in Å, forces in eV/Å.

Values from the calculation:
Orbital gap = 0.2756 hartree
E_LUMO = -1.15 eV
SMILES string = O=[PH2]C1=CC(=O)C(S)=CC1=O.COCCNCCOC.COCCNCCOC

***

This record from OMol25 describes a 3-piece molecular cluster, C17H27BrFNO8S2 overall in a non-equilibrium geometry. The level of theory is ωB97M-V with the def2-TZVPD basis set.

```
57
Properties=species:S:1:pos:R:3:forces:R:3
Br -4.09837 3.82489 2.45403 0.7 -0.3 -1.0
S 0.38523 2.12856 4.08215 0.6 0.0 0.5
S 0.71397 -6.16460 -4.70674 0.2 0.0 -0.1
F -1.74794 2.27215 -3.61073 3.1 -0.4 0.4
O -1.41744 -0.63517 0.67116 -0.1 -0.3 -1.9
O 1.34407 -0.39210 -2.95475 -2.5 3.8 2.6
O -0.97225 2.33976 4.52939 0.2 0.1 -0.3
O 1.99011 -6.84471 -4.68680 -0.4 -0.2 0.0
O -0.53032 -6.86709 -4.92311 0.3 -0.1 0.0
O 0.79630 2.37459 2.71615 -0.2 0.0 0.1
O -1.20097 -1.93871 -1.34002 1.5 3.9 3.2
O -0.13733 1.64205 -5.11010 -1.8 1.4 5.3
N 0.69369 1.85672 -2.94611 -2.4 0.1 1.0
C 0.55507 -5.16445 -3.23166 -0.1 0.3 0.5
C 1.48456 3.00412 5.18024 0.3 0.2 0.3
C 1.78398 2.00345 6.28870 -0.1 -0.1 0.2
C -1.37232 4.17505 1.54028 -0.4 0.5 -0.7
C 2.01568 0.66366 5.58712 0.2 -0.1 0.1
C 0.26075 0.16120 -0.82004 -1.3 1.8 -1.2
C 0.77714 0.53072 -2.29177 2.1 -4.7 -2.3
C -0.40144 1.93647 -3.92288 1.5 -1.6 -5.4
C -1.89709 0.74307 0.45766 0.9 0.9 -0.1
C 0.63804 -3.70766 -3.69137 0.1 0.3 0.1
C 0.12437 -3.65099 -5.13095 -0.1 0.1 0.0
C -2.27424 1.62758 1.74117 -1.2 -1.1 0.0
C -0.60451 1.41140 -0.23201 0.5 -0.8 0.8
C -2.60120 3.16142 1.28462 1.8 -0.9 0.5
C 0.80329 -4.80440 -5.85786 -0.1 0.4 -0.3
C 0.89391 0.48211 4.56275 0.2 -0.6 0.1
C -0.84245 -0.98829 -0.62168 -0.6 -1.7 -1.0
H 2.03846 -0.16585 6.29733 0.0 0.1 -0.1
H 1.00419 3.91375 5.54046 -0.1 -0.1 -0.2
H 2.65063 2.30703 6.87940 -0.1 0.0 -0.1
H -2.82264 0.59593 -0.22025 1.5 0.8 0.8
H 1.67957 -3.37094 -3.66291 -0.1 0.0 0.0
H -1.02766 2.17567 -0.97428 1.3 -1.1 0.9
H 0.34762 -2.69211 -5.60351 0.0 -0.1 0.0
H 1.85886 -4.58886 -6.03836 -0.1 -0.1 0.0
H 0.12205 1.81759 0.57018 -1.8 0.0 -1.2
H 0.06425 -3.05298 -3.03156 0.1 -0.1 -0.1
H 1.35845 -5.41397 -2.53756 -0.1 -0.2 -0.1
H -1.48658 1.56458 2.56971 -1.4 0.2 -1.7
H -0.96190 -3.78892 -5.14119 0.1 0.0 0.0
H -0.43985 3.90061 0.93361 -1.5 0.2 0.8
H -1.72949 5.20697 1.17361 0.6 -1.5 0.7
H 1.20431 -0.11325 -0.23927 -1.5 0.5 -0.5
H -3.25196 1.17672 2.17082 1.6 0.8 -0.6
H 0.69932 2.64144 -2.27782 -0.4 -0.6 -0.2
H -0.41193 -5.38561 -2.77613 0.1 -0.1 -0.1
H -1.05180 4.24948 2.63161 -0.8 -0.2 -1.5
H -2.88137 3.14261 0.17191 0.0 0.4 1.8
H 1.23715 -0.06206 3.68194 -0.2 0.1 0.0
H 0.30999 -5.07411 -6.79152 0.1 -0.2 0.1
H 2.98307 0.68346 5.07460 -0.1 0.0 0.0
H 0.03100 -0.02391 4.99956 0.0 0.2 -0.1
H 0.92544 1.92342 6.96345 0.1 0.1 0.0
H 2.38856 3.25247 4.61934 -0.1 0.0 0.0
```
Positions in Å, forces in eV/Å.

Values from the calculation:
Orbital gap = 0.3522 hartree
Energy relative to the best compared isomer or geometry (same formula, charge and spin) = 86.3 kcal per mole
E_LUMO = -0.37 eV
SMILES string = C[C@H](Br)C[C@H]1C[C@H](C(=O)NC(=O)F)C(=O)O1.O=S1(=O)CCCC1.O=S1(=O)CCCC1